Molecular formula: C16H24BClFO14
Method: DFT, the ωB97M-V functional and the def2-TZVPD basis

Structure (XYZ):
```
57
Properties=species:S:1:pos:R:3:forces:R:3:nbo_charge:R:1
C 1.487206 5.058143 0.140730 0.25 -0.08 0.25 -0.642
C 1.736812 4.354474 1.472303 -0.40 0.16 -0.18 -0.052
F 1.068387 5.147642 2.460652 0.21 0.02 0.09 -0.417
B 1.239327 2.804306 1.470374 0.40 -0.34 -0.28 0.833
Cl -0.663924 2.797747 2.092541 -0.50 0.03 0.27 -0.492
O 1.988673 1.888423 2.306619 0.36 0.31 0.03 -0.730
C 2.087681 0.642519 1.656366 -0.96 -0.23 0.24 -0.082
C 1.307741 0.811482 0.336100 -0.40 0.53 0.28 -0.097
O 1.226710 2.212849 0.149722 0.39 0.13 -0.11 -0.734
H 1.648216 4.374105 -0.691231 -0.03 -0.04 0.02 0.231
H 2.159958 5.912396 0.023741 -0.19 0.15 -0.02 0.177
H 0.448295 5.387314 0.137719 -0.01 0.04 -0.15 0.214
H 2.792802 4.446144 1.744079 0.04 -0.27 -0.02 0.152
H 1.553001 -0.092720 2.272983 0.29 -0.23 -0.06 0.160
H 3.125993 0.314076 1.532951 0.09 0.21 -0.05 0.138
H 1.738194 0.327738 -0.535738 0.15 0.03 -0.01 0.179
H 0.280890 0.452090 0.473477 0.10 -0.27 -0.01 0.166
C 1.237305 -3.171438 -1.475728 0.06 0.03 -0.13 -0.101
C 0.350888 -4.379117 -1.252662 0.05 -0.04 -0.09 -0.097
O -0.133903 -4.160601 0.073912 0.02 0.00 0.01 -0.505
C -0.064535 -2.825944 0.337001 0.03 0.04 -0.07 0.963
O -0.558186 -2.310224 1.283390 -0.05 -0.01 0.01 -0.563
O 0.626037 -2.189348 -0.637259 -0.06 -0.13 0.15 -0.477
H 1.246946 -2.821445 -2.503872 -0.03 0.12 0.03 0.213
H 2.264710 -3.332893 -1.142257 -0.02 0.00 0.04 0.180
H -0.496889 -4.401684 -1.935604 0.04 0.00 -0.06 0.182
H 0.877969 -5.327785 -1.311103 -0.05 -0.03 0.12 0.201
C -1.884834 4.736685 4.892807 0.16 -0.11 -0.21 -0.103
C -2.835844 3.616671 5.245464 0.05 -0.13 -0.18 -0.099
O -3.115546 3.875409 6.632584 -0.02 0.03 0.01 -0.502
C -2.888740 5.186191 6.871517 0.03 0.01 -0.07 0.970
O -3.189576 5.746828 7.880897 -0.02 0.01 0.04 -0.608
O -2.285738 5.768829 5.818942 -0.05 -0.04 0.06 -0.495
H -1.977070 5.076709 3.866650 0.00 0.12 0.05 0.229
H -0.844688 4.473172 5.079314 0.00 0.02 -0.01 0.207
H -3.772064 3.670842 4.687244 0.00 0.03 0.01 0.175
H -2.398381 2.630940 5.121191 0.02 0.01 0.11 0.221
C -3.764084 -4.823231 -0.360552 -0.05 0.15 0.07 -0.103
C -4.689624 -4.693351 -1.555993 -0.10 0.06 0.09 -0.101
O -3.815199 -4.988644 -2.652536 -0.02 -0.03 0.04 -0.490
C -2.783163 -5.725780 -2.182577 0.09 0.02 0.05 0.968
O -1.956671 -6.246787 -2.862172 -0.06 -0.04 -0.09 -0.589
O -2.801957 -5.772135 -0.834865 -0.02 -0.06 -0.05 -0.484
H -4.253793 -5.202511 0.531668 0.07 -0.11 -0.02 0.206
H -3.247504 -3.892729 -0.120320 0.00 0.00 -0.01 0.206
H -5.493976 -5.431158 -1.543893 0.02 -0.02 0.01 0.181
H -5.111715 -3.699275 -1.673458 0.09 0.02 -0.10 0.209
C 3.928293 -0.244291 -5.748117 0.08 -0.02 -0.07 -0.098
C 3.093970 -1.497852 -5.568505 0.00 -0.06 -0.09 -0.098
O 2.626972 -1.361561 -4.227342 0.01 0.01 0.00 -0.508
C 2.646642 -0.036136 -3.892847 0.03 0.09 -0.02 0.960
O 2.168497 0.424141 -2.917189 0.01 -0.12 -0.10 -0.526
O 3.299661 0.670907 -4.854750 -0.02 -0.05 0.01 -0.489
H 3.907458 0.149379 -6.761230 -0.07 0.09 0.04 0.199
H 4.965018 -0.386703 -5.436155 -0.01 -0.03 0.01 0.182
H 2.233953 -1.524762 -6.240715 0.01 0.03 -0.01 0.182
H 3.663401 -2.418046 -5.674269 -0.01 -0.01 0.12 0.198
```
Positions in Å, forces in eV/Å.

Results
Spin multiplicity: 1
Net charge: -1



Molecular formula: C5H19NO7
Method: DFT, the ωB97M-V functional and the def2-TZVPD basis

Structure (XYZ):
```
32
Properties=species:S:1:pos:R:3:forces:R:3:nbo_charge:R:1
C 2.688196 1.404350 -0.342627 -0.52 -1.69 1.16 -0.723
C 1.465042 0.777453 0.371667 -1.63 -2.50 4.97 0.716
O 1.512413 0.246728 1.554877 1.45 1.82 -3.64 -0.684
N 0.145758 0.723943 -0.087973 2.48 1.19 -1.57 -0.651
C -0.313054 1.728161 -1.076901 -1.13 -0.93 6.77 -0.126
C -1.476998 1.141454 -1.738424 -1.24 1.51 1.55 -0.650
C -0.563902 2.931273 -0.000653 -2.31 0.73 -0.18 0.452
O 0.118328 3.498453 0.834864 -0.42 -1.57 -2.20 -0.511
H 3.577742 1.246358 0.296758 -0.63 -0.36 -0.29 0.252
H 2.523606 2.443058 -0.265473 -0.23 1.45 -0.59 0.245
H 2.876714 1.016223 -1.349597 -0.36 0.30 0.18 0.250
H -0.550917 0.396326 0.591531 0.66 0.44 -0.27 0.430
H 0.401597 1.971523 -1.712004 3.55 0.92 -2.77 0.213
H -1.735891 0.149025 -1.565410 0.95 -2.34 0.07 0.234
H -2.371195 1.477443 -1.254925 -1.02 1.51 -0.50 0.225
H -1.282298 1.348973 -2.717060 -0.99 0.36 -3.01 0.235
H -1.714984 3.115914 -0.029596 1.18 0.10 0.36 0.081
O 0.875794 -0.749675 -2.578828 -1.95 1.81 0.75 -0.973
H 0.311375 -0.565167 -1.750878 1.61 -0.70 -1.58 0.503
H 1.342343 -1.545262 -2.411604 0.58 -0.89 0.32 0.459
O -2.178164 -0.424952 1.556110 3.32 0.38 -4.83 -0.955
H -1.969014 -1.282531 1.112724 -1.10 0.52 0.49 0.494
H -2.687700 -0.541196 2.275052 -2.83 -1.00 3.82 0.485
O -0.118239 -1.819311 2.530902 -0.19 -3.39 -0.59 -1.003
H 0.498861 -1.656074 3.209979 0.80 1.11 0.90 0.501
H -0.618602 -1.108387 2.194871 -0.15 2.13 0.32 0.491
O 0.832041 -1.887973 -0.183565 -0.89 0.52 -1.76 -0.967
H 1.067155 -2.642619 -0.702284 0.33 -0.95 -0.08 0.474
H 1.054817 -2.030529 0.706311 0.63 -0.36 2.22 0.511
O -1.480567 -3.406400 0.638321 -0.57 0.62 2.40 -0.964
H -0.861637 -2.776885 0.273030 0.70 0.17 -0.65 0.472
H -1.368619 -3.179712 1.620807 -0.07 -0.91 -1.77 0.485
```
Positions in Å, forces in eV/Å.

Results
Spin multiplicity: 1
ΔE to the lowest compared entry with this formula, charge and spin: 341.2 kJ/mol
SMILES: CC(=O)N[C@@H](C)C=O.O.O.O.O.O



Molecular formula: C4H14N3O
Method: DFT, the ωB97M-V functional and the def2-TZVPD basis

Structure (XYZ):
```
22
Properties=species:S:1:pos:R:3:forces:R:3:nbo_charge:R:1
C -1.146612 -1.833583 -0.014627 0.10 0.43 -0.12 -0.082
O -0.838799 -1.755899 1.356117 -0.13 -0.02 0.00 -0.689
C -2.090154 -0.692046 -0.460999 0.19 -0.26 -0.03 -0.253
N -1.591290 -0.101570 -1.742402 0.06 -0.08 0.09 -0.729
H -1.594216 -2.804855 -0.197253 -0.06 -0.09 0.00 0.208
H -0.231655 -1.756625 -0.612238 0.03 -0.17 -0.06 0.165
H -0.096591 -1.155223 1.466109 0.08 0.01 0.09 0.471
H -3.107799 -1.028024 -0.634951 -0.09 -0.03 0.17 0.225
H -2.088679 0.067155 0.314906 -0.06 0.18 -0.06 0.221
H -1.540170 -0.855383 -2.424923 0.09 0.13 -0.18 0.415
H -0.555917 0.380242 -1.607699 -0.38 0.05 0.01 0.445
H -2.235727 0.596550 -2.113387 0.05 -0.02 0.06 0.424
C 2.137688 1.295972 1.959274 -0.39 0.15 0.00 -0.411
N 1.193967 1.098455 0.853591 0.05 -0.15 0.31 -0.583
C 1.578654 0.999067 -0.416724 0.12 0.26 -0.11 0.358
N 0.780481 1.002723 -1.432267 0.24 0.05 0.03 -0.815
H 1.840990 0.688771 2.811180 0.11 -0.09 -0.02 0.220
H 3.138650 1.029340 1.642618 0.08 -0.10 -0.02 0.221
H 2.122465 2.341079 2.264042 0.12 0.02 0.02 0.217
H 0.259254 1.433193 1.018180 -0.20 -0.04 -0.03 0.401
H 2.652777 0.928307 -0.552549 0.17 0.06 0.00 0.184
H 1.334332 1.094691 -2.276735 -0.17 -0.28 -0.15 0.387
```
Positions in Å, forces in eV/Å.

Results
Spin multiplicity: 1
ΔE to the lowest compared entry with this formula, charge and spin: 162.3 kJ/mol
Net charge: +1



no.,HOMO energy (eV),largest force on an atom (eV Å⁻¹),HOMO-LUMO gap (eV)
1,-5.07,1.02,6.90
2,-9.11,6.93,9.46
3,-13.59,0.45,10.85